The following is a DFT calculation (ωB97M-V/def2-TZVPD) of a cluster of 15 separate species, C71H173BN11O32 in total in a non-equilibrium geometry.

The strongest force on any atom is 5.36 eV/Å. As for the gap between HOMO and LUMO: 8.50 eV. The net charge is -1.

Atoms and positions in Å:
O1 2.89 -2.72 0.60
C1 1.90 -1.95 0.48
O2 1.92 -0.70 0.19
B1 0.51 -0.20 0.14
O3 -0.34 -1.41 0.40
C2 0.43 -2.42 0.62
O4 0.09 -3.58 0.88
O5 0.17 0.43 -1.14
C3 -0.13 1.70 -0.91
O6 -0.45 2.56 -1.74
C4 -0.12 1.90 0.66
O7 0.35 0.83 1.21
O8 -0.52 2.97 1.19
C5 4.12 -6.11 0.09
O9 5.08 -6.61 -0.79
H1 3.44 -6.94 0.30
H2 4.45 -5.54 0.96
H3 3.45 -5.44 -0.45
H4 4.62 -7.15 -1.43
C6 0.01 1.38 4.36
O10 1.04 2.17 4.87
H5 -0.24 0.71 5.19
H6 -0.84 1.94 3.96
H7 0.24 0.65 3.58
H8 1.76 1.56 5.04
C7 2.34 4.60 0.33
O11 3.05 5.72 0.77
H9 1.70 4.19 1.11
H10 1.61 4.81 -0.46
H11 3.03 3.81 0.05
H12 3.94 5.40 0.92
C8 -2.37 6.31 -0.05
O12 -3.52 5.79 -0.64
C9 -3.71 4.42 -0.29
C10 -4.70 3.82 -1.31
N1 -6.05 4.38 -0.98
C11 -7.08 4.06 -2.03
C12 -8.44 4.73 -1.84
O13 -8.43 6.11 -1.94
C13 -7.96 6.75 -3.11
H13 -2.08 7.33 -0.30
H14 -1.45 5.82 -0.40
H15 -2.45 6.29 1.04
H16 -4.01 4.29 0.75
H17 -2.76 3.92 -0.51
H18 -4.71 2.73 -1.27
H19 -4.42 3.98 -2.35
H20 -5.92 5.38 -0.96
H21 -7.16 2.98 -2.02
H22 -6.71 4.30 -3.03
H23 -8.89 4.38 -0.91
H24 -9.13 4.33 -2.58
H25 -8.55 6.48 -3.99
H26 -6.89 6.55 -3.14
H27 -8.11 7.83 -3.06
C14 -1.87 -1.48 -3.13
O14 -1.92 -0.75 -4.30
C15 -1.24 0.47 -4.39
C16 -1.30 0.90 -5.88
N2 -0.73 2.21 -6.13
C17 0.67 2.34 -5.62
C18 1.20 3.67 -6.08
O15 2.50 3.79 -5.58
C19 3.24 4.73 -6.28
H28 -2.31 -0.95 -2.28
H29 -0.90 -1.88 -2.84
H30 -2.40 -2.42 -3.30
H31 -0.23 0.38 -3.99
H32 -1.70 1.22 -3.74
H33 -2.37 0.99 -6.10
H34 -0.87 0.12 -6.51
H35 -1.35 2.84 -5.64
H36 1.29 1.48 -5.85
H37 0.68 2.26 -4.53
H38 0.55 4.48 -5.74
H39 1.28 3.83 -7.15
H40 2.72 5.68 -6.31
H41 3.45 4.44 -7.32
H42 4.15 5.08 -5.78
C20 7.43 -0.95 -8.89
O16 7.40 0.27 -8.14
C21 6.96 -0.09 -6.86
C22 6.71 1.08 -5.85
N3 6.50 0.68 -4.45
C23 5.29 -0.13 -4.22
C24 4.94 -0.12 -2.72
O17 4.51 1.17 -2.19
C25 3.16 1.55 -2.44
H43 8.18 -1.56 -8.39
H44 7.79 -0.67 -9.88
H45 6.48 -1.47 -9.03
H46 7.75 -0.73 -6.48
H47 6.05 -0.69 -6.88
H48 5.79 1.63 -6.01
H49 7.57 1.71 -6.03
H50 6.47 1.48 -3.84
H51 5.52 -1.15 -4.53
H52 4.39 0.17 -4.76
H53 5.70 -0.52 -2.05
H54 4.09 -0.79 -2.55
H55 2.40 0.78 -2.27
H56 3.12 1.84 -3.49
H57 2.99 2.47 -1.89
C26 -3.01 -0.54 2.04
O18 -4.13 0.15 2.40
C27 -4.05 1.56 2.09
C28 -5.18 2.30 2.81
N4 -5.04 2.10 4.23
C29 -6.14 2.65 4.98
C30 -7.32 1.61 5.06
O19 -6.89 0.53 5.95
C31 -7.64 -0.70 5.90
H58 -3.14 -1.61 2.19
H59 -2.17 -0.21 2.66
H60 -2.74 -0.36 1.00
H61 -4.17 1.72 1.02
H62 -3.12 2.06 2.37
H63 -6.18 2.04 2.45
H64 -5.14 3.34 2.48
H65 -4.96 1.11 4.45
H66 -6.39 3.58 4.47
H67 -5.84 2.87 6.01
H68 -7.61 1.25 4.08
H69 -8.22 2.09 5.43
H70 -8.73 -0.59 5.91
H71 -7.29 -1.44 6.61
H72 -7.53 -1.11 4.89
C32 1.47 6.64 -3.08
O20 0.20 6.43 -3.74
C33 -0.47 5.36 -3.19
C34 -1.91 5.39 -3.62
N5 -2.17 4.64 -4.91
C35 -3.65 4.66 -5.11
C36 -4.00 3.95 -6.48
O21 -3.52 4.80 -7.50
C37 -3.82 4.42 -8.82
H73 1.98 7.45 -3.61
H74 2.11 5.76 -3.12
H75 1.47 7.02 -2.06
H76 -0.46 5.42 -2.10
H77 0.05 4.46 -3.51
H78 -2.22 6.41 -3.84
H79 -2.61 4.99 -2.89
H80 -1.76 5.05 -5.74
H81 -4.10 5.65 -5.18
H82 -4.14 4.18 -4.27
H83 -5.08 3.89 -6.58
H84 -3.55 2.96 -6.48
H85 -4.89 4.39 -9.04
H86 -3.36 3.45 -9.02
H87 -3.27 5.05 -9.52
C38 -0.83 -5.30 -1.67
O22 -1.25 -6.15 -2.69
C39 -1.13 -5.73 -4.06
C40 -2.26 -6.53 -4.79
N6 -2.23 -8.03 -4.67
C41 -0.99 -8.58 -5.17
C42 -0.76 -10.04 -4.79
O23 -0.76 -10.13 -3.37
C43 -0.89 -11.46 -2.91
H88 -1.44 -4.40 -1.60
H89 0.21 -4.99 -1.75
H90 -0.88 -5.75 -0.68
H91 -0.11 -5.95 -4.39
H92 -1.17 -4.65 -4.15
H93 -2.41 -6.13 -5.79
H94 -3.14 -6.27 -4.20
H95 -2.37 -8.24 -3.69
H96 -0.21 -8.06 -4.62
H97 -0.90 -8.41 -6.24
H98 0.22 -10.41 -5.09
H99 -1.47 -10.69 -5.32
H100 -1.05 -11.54 -1.84
H101 -0.01 -12.06 -3.14
H102 -1.79 -11.89 -3.36
C44 -2.94 1.95 10.41
O24 -3.57 1.73 9.16
C45 -3.18 0.49 8.56
C46 -3.82 0.16 7.25
N7 -3.33 -1.14 6.70
C47 -3.68 -1.30 5.30
C48 -3.04 -2.62 4.74
O25 -1.63 -2.42 4.61
C49 -1.01 -3.54 4.06
H103 -2.95 1.16 11.16
H104 -3.32 2.83 10.93
H105 -1.90 2.20 10.20
H106 -3.41 -0.30 9.28
H107 -2.10 0.39 8.49
H108 -3.58 0.96 6.55
H109 -4.91 0.17 7.32
H110 -2.33 -1.18 6.83
H111 -3.26 -0.59 4.59
H112 -4.77 -1.35 5.18
H113 -3.52 -2.93 3.81
H114 -3.07 -3.40 5.50
H115 -1.38 -3.76 3.07
H116 -1.02 -4.39 4.74
H117 0.05 -3.34 3.89
C50 -3.34 4.32 7.09
O26 -2.56 4.97 6.08
C51 -3.00 4.76 4.70
C52 -2.43 5.91 3.91
N8 -1.01 6.27 4.06
C53 -0.13 5.27 3.38
C54 1.38 5.50 3.73
O27 1.61 5.78 5.11
C55 3.00 5.66 5.46
H118 -3.07 4.70 8.08
H119 -3.19 3.25 6.99
H120 -4.40 4.55 6.99
H121 -4.08 4.77 4.56
H122 -2.66 3.78 4.36
H123 -3.09 6.73 4.20
H124 -2.73 5.66 2.89
H125 -0.86 7.09 3.49
H126 -0.34 5.32 2.31
H127 -0.40 4.28 3.73
H128 1.78 6.32 3.13
H129 1.93 4.62 3.40
H130 3.19 5.94 6.49
H131 3.61 6.32 4.85
H132 3.36 4.63 5.39
C56 3.63 1.86 2.78
O28 4.94 1.82 2.27
C57 5.10 0.95 1.15
C58 6.50 1.19 0.57
N9 6.52 2.24 -0.44
C59 7.87 2.40 -1.02
C60 7.79 3.52 -2.11
O29 6.91 3.11 -3.12
C61 6.80 4.10 -4.15
H133 3.37 0.97 3.36
H134 2.84 1.96 2.03
H135 3.61 2.73 3.43
H136 4.34 1.05 0.37
H137 5.00 -0.10 1.42
H138 6.85 0.24 0.17
H139 7.21 1.41 1.37
H140 5.91 1.96 -1.21
H141 8.15 1.42 -1.42
H142 8.56 2.63 -0.21
H143 8.81 3.52 -2.49
H144 7.65 4.53 -1.72
H145 6.60 3.67 -5.13
H146 7.72 4.67 -4.25
H147 5.99 4.75 -3.81
C62 3.17 -1.89 3.91
O30 3.37 -3.13 4.50
C63 3.50 -4.12 3.51
C64 3.65 -5.54 4.13
N10 4.70 -5.56 5.20
C65 4.71 -6.86 5.90
C66 4.84 -8.07 4.94
O31 3.55 -8.51 4.55
C67 3.47 -9.66 3.67
H148 2.18 -1.78 3.48
H149 3.88 -1.57 3.14
H150 3.26 -1.19 4.75
H151 4.40 -3.87 2.95
H152 2.70 -4.18 2.77
H153 3.93 -6.20 3.31
H154 2.69 -5.73 4.62
H155 4.51 -4.77 5.81
H156 3.83 -6.84 6.54
H157 5.58 -6.86 6.55
H158 5.34 -8.87 5.48
H159 5.43 -7.81 4.06
H160 4.13 -10.45 4.03
H161 3.71 -9.44 2.63
H162 2.49 -10.15 3.61
C68 -0.99 -10.11 0.53
C69 -0.91 -8.65 -0.08
C70 0.63 -8.30 -0.24
O32 1.28 -8.35 1.04
C71 1.10 -7.20 1.84
N11 -1.67 -8.50 -1.34
H163 -0.76 -10.06 1.59
H164 -0.23 -10.73 0.06
H165 -1.99 -10.52 0.37
H166 -1.30 -7.93 0.64
H167 0.80 -7.32 -0.67
H168 1.14 -8.99 -0.92
H169 1.83 -7.27 2.65
H170 0.15 -7.06 2.36
H171 1.26 -6.21 1.42
H172 -1.28 -9.20 -1.95
H173 -1.37 -7.62 -1.74

Atomic partial charges in e from the Mulliken method, atoms 1 to 4:
1. O -0.54
2. C 0.70
3. O 0.19
4. B 0.34